C4H6ClN | the ωB97M-V functional and the def2-TZVPD basis

Geometry as XYZ:
```
12
Properties=species:S:1:pos:R:3:mulliken_charge:R:1
Cl -1.88 1.80 -2.09 -0.222
C -1.27 0.08 -1.66 -0.484
C -0.37 -0.29 -0.79 -0.048
C 0.36 0.45 0.33 0.245
C 0.68 -0.26 1.61 -0.394
N 1.68 0.16 0.74 -0.551
H -1.88 -0.67 -2.20 0.326
H -0.05 -1.39 -1.07 0.167
H -0.14 1.55 0.50 0.227
H 0.39 -1.30 1.83 0.294
H 0.47 0.52 2.49 0.198
H 2.00 -0.65 0.31 0.243
```

Summary:
- LUMO level: 0.031 hartree
- Calculated total energy: -18254.679 eV
- Gap between HOMO and LUMO: 9.87 eV
- Relative energy (zero: lowest compared OMol25 entry of this formula, charge and spin): 2.762 eV
- Charge: 0

=====

C48H121BN11O19 | the ωB97M-V functional and the def2-TZVPD basis

Geometry as XYZ:
```
200
Properties=species:S:1:pos:R:3:mulliken_charge:R:1
O 2.09 3.07 -0.51 -0.651
C 1.22 2.25 -0.14 0.590
O 0.55 1.44 -0.88 -0.013
B -0.27 0.53 -0.05 -0.023
O 0.14 0.86 1.34 0.274
C 0.93 1.95 1.32 0.332
O 1.53 2.46 2.26 -0.687
O -0.10 -0.89 -0.26 -0.091
C -1.31 -1.54 -0.18 -0.142
O -1.61 -2.74 -0.05 -0.229
C -2.39 -0.34 -0.24 0.168
O -1.69 0.78 -0.25 0.247
O -3.62 -0.38 -0.12 -0.603
C -5.50 -3.40 -0.53 -1.368
C -6.05 -3.10 0.90 0.154
C -5.26 -3.91 1.95 -0.274
O -5.82 -3.60 3.18 -0.366
C -5.31 -4.52 4.25 -0.692
N -6.06 -1.68 1.07 -0.201
H -6.12 -3.12 -1.39 0.399
H -5.47 -4.49 -0.55 0.429
H -4.51 -2.96 -0.68 0.211
H -7.07 -3.46 0.90 0.357
H -4.17 -3.88 1.91 -0.091
H -5.41 -4.97 1.75 0.604
H -5.96 -5.38 4.29 0.354
H -5.22 -4.16 5.28 0.336
H -4.25 -4.73 4.06 0.160
H -5.14 -1.30 0.90 -0.314
H -6.42 -1.29 0.21 0.329
C 4.03 2.77 -6.00 -1.506
C 3.17 3.88 -5.51 1.601
C 3.94 5.21 -5.24 -1.004
O 4.81 5.15 -4.15 -0.386
C 4.25 5.18 -2.82 -0.437
N 2.16 4.11 -6.54 -0.646
H 3.44 1.88 -6.24 0.296
H 4.77 2.29 -5.36 0.273
H 4.51 3.03 -6.94 0.352
H 2.57 3.54 -4.67 -0.335
H 3.26 6.04 -5.02 0.465
H 4.59 5.56 -6.05 0.339
H 3.47 4.42 -2.71 0.136
H 3.87 6.18 -2.62 0.310
H 4.91 4.82 -2.03 0.227
H 2.24 5.05 -6.92 0.178
H 1.99 3.42 -7.26 0.187
C 1.14 -2.71 7.62 -1.211
C 1.80 -2.40 6.25 1.167
C 1.89 -0.87 6.09 -1.142
O 0.62 -0.22 5.92 -0.091
C 0.66 1.07 5.36 -0.756
N 3.22 -2.96 6.28 -0.819
H 0.12 -2.34 7.61 0.189
H 1.53 -2.19 8.50 0.346
H 1.10 -3.79 7.74 0.361
H 1.28 -2.82 5.39 -0.168
H 2.73 -0.67 5.43 0.417
H 2.26 -0.54 7.06 0.284
H 1.31 1.12 4.49 0.274
H 1.13 1.72 6.10 0.410
H -0.31 1.58 5.28 0.116
H 3.60 -3.03 5.35 0.303
H 3.08 -3.95 6.40 0.307
C 0.72 7.03 0.44 -1.978
C 1.83 6.46 1.15 1.694
C 2.65 7.60 1.90 -0.750
O 2.99 8.58 0.96 -0.359
C 4.10 8.16 0.18 -0.777
N 1.38 5.43 1.97 -0.759
H 0.11 6.34 -0.15 0.364
H 0.89 8.03 0.04 0.427
H 0.08 7.45 1.22 0.468
H 2.49 6.07 0.38 -0.318
H 3.48 7.24 2.52 0.315
H 2.05 8.07 2.67 0.357
H 5.06 8.48 0.59 0.361
H 4.02 8.64 -0.80 0.291
H 4.37 7.12 -0.01 0.270
H 0.66 5.04 1.39 0.071
H 1.99 4.63 2.09 0.352
C -6.09 1.79 0.56 -1.247
C -5.37 1.46 1.84 2.017
C -4.37 2.50 2.37 -0.576
O -3.63 1.84 3.40 -0.147
C -2.39 2.42 3.69 -0.765
N -6.28 1.01 2.90 -0.482
H -5.33 2.07 -0.17 0.116
H -6.75 2.64 0.76 0.486
H -6.54 0.92 0.08 0.318
H -4.90 0.51 1.59 -1.229
H -4.98 3.32 2.75 0.312
H -3.79 2.83 1.52 0.078
H -1.63 1.68 3.45 -0.042
H -2.39 2.45 4.78 0.383
H -2.11 3.33 3.16 0.515
H -7.22 1.33 2.69 0.305
H -6.02 1.61 3.67 0.295
C 1.87 -1.66 -2.59 -1.533
C 3.18 -0.75 -2.83 1.607
C 2.96 0.20 -4.02 -1.099
O 2.14 -0.31 -5.13 -0.438
C 2.89 -1.27 -5.95 -0.815
N 3.48 -0.11 -1.57 -0.306
H 1.63 -2.41 -3.34 0.502
H 0.99 -1.03 -2.46 0.035
H 2.02 -2.27 -1.70 0.062
H 4.00 -1.37 -3.17 0.359
H 4.00 0.42 -4.25 0.347
H 2.35 1.04 -3.71 0.114
H 3.82 -0.90 -6.38 0.271
H 2.20 -1.86 -6.55 0.353
H 3.19 -1.94 -5.15 0.306
H 4.35 0.42 -1.52 0.349
H 2.77 0.58 -1.37 -0.475
C -4.05 6.29 -4.33 -1.293
C -3.52 4.95 -4.69 0.375
C -3.23 4.13 -3.42 -0.605
O -2.24 4.64 -2.52 -0.432
C -2.00 3.79 -1.35 -0.263
N -4.45 4.12 -5.53 -0.740
H -3.51 6.67 -3.46 0.321
H -5.09 6.28 -4.00 0.332
H -3.92 6.99 -5.15 0.341
H -2.57 4.91 -5.21 0.340
H -2.85 3.20 -3.84 0.266
H -4.08 3.87 -2.79 0.295
H -0.92 3.81 -1.28 -0.148
H -2.43 2.79 -1.48 0.401
H -2.48 4.21 -0.47 0.206
H -5.37 4.23 -5.11 0.271
H -4.26 3.13 -5.54 0.280
C 1.85 -4.10 0.15 -1.102
C 1.73 -5.05 1.33 0.354
C 0.37 -4.93 2.05 -0.016
O 0.17 -5.82 3.20 -0.463
C -0.98 -5.57 3.95 -0.176
N 1.83 -6.39 0.79 -0.762
H 1.42 -4.48 -0.77 0.239
H 2.82 -3.99 -0.32 0.653
H 1.49 -3.07 0.28 -0.135
H 2.53 -5.02 2.07 0.395
H -0.42 -5.05 1.31 0.131
H 0.33 -3.87 2.29 0.004
H -1.83 -5.16 3.40 -0.139
H -0.70 -4.90 4.77 0.120
H -1.41 -6.47 4.39 0.389
H 2.63 -6.50 0.17 0.288
H 1.02 -6.60 0.23 0.220
C -0.81 -4.94 -2.56 -0.248
C -0.83 -6.41 -3.08 0.237
C -0.94 -6.57 -4.60 -0.774
O -2.28 -6.66 -4.98 -0.311
C -2.48 -7.05 -6.30 -0.821
N 0.49 -7.01 -2.67 -0.632
H -1.76 -4.47 -2.82 0.478
H 0.03 -4.43 -3.02 -0.148
H -0.78 -4.92 -1.47 -0.339
H -1.56 -6.86 -2.41 0.401
H -0.39 -7.43 -4.98 0.441
H -0.27 -5.86 -5.08 0.374
H -3.52 -6.75 -6.40 0.262
H -2.45 -8.11 -6.53 0.287
H -1.89 -6.44 -6.99 0.340
H 1.23 -6.55 -3.19 0.224
H 0.42 -7.97 -2.98 0.261
C -2.14 -1.91 3.32 -0.083
C -3.20 -1.78 4.41 0.477
C -2.65 -0.86 5.58 -0.066
O -3.70 -0.60 6.50 -0.474
C -3.24 0.25 7.57 -0.695
N -4.38 -1.09 3.87 0.480
H -2.20 -2.60 2.47 -0.086
H -1.23 -2.20 3.85 -0.030
H -1.90 -0.97 2.83 -0.212
H -3.53 -2.74 4.82 0.211
H -2.11 0.00 5.19 -0.260
H -1.87 -1.40 6.12 0.402
H -2.51 -0.30 8.16 0.329
H -4.04 0.77 8.10 0.350
H -2.78 1.18 7.26 0.201
H -4.74 -0.68 4.72 0.519
H -4.00 -0.33 3.33 -0.429
C 8.31 -1.82 -2.38 -1.278
C 7.12 -1.32 -1.54 0.177
C 6.74 0.07 -1.91 -0.162
O 6.05 0.78 -0.89 -0.487
C 5.62 2.11 -1.34 -0.876
N 5.96 -2.14 -1.60 -0.704
H 8.80 -0.98 -2.88 0.347
H 7.90 -2.36 -3.23 0.355
H 9.01 -2.45 -1.82 0.318
H 7.56 -1.35 -0.55 0.260
H 6.10 0.01 -2.79 0.056
H 7.62 0.64 -2.23 0.528
H 6.52 2.72 -1.36 0.405
H 4.92 2.70 -0.75 0.261
H 5.16 2.06 -2.33 0.285
H 5.14 -1.57 -1.45 0.415
H 5.88 -2.34 -2.59 0.243
```

Summary:
- Multiplicity: 2
- LUMO level (spin up / spin down): -0.004 / -0.174 hartree
- Calculated total energy: -107697.840 eV
- Gap between HOMO and LUMO (spin up / spin down): 8.37 / 3.74 eV
- Charge: 0

=====

Number 1: molar mass 103.55 g/mol. Number 2: molar mass 1167.37 g/mol.